Arrangement 1

DFT (ωB97M-V with the def2-TZVPD basis set) results for a single C4H7FN2 molecule.

## Properties
- SMILES = C=CN(F)/C=N/C

XYZ file:
```
14
Properties=species:S:1:pos:R:3:nbo_charge:R:1
C -2.78 -0.77 0.86 -0.41
C -1.49 -0.68 0.63 -0.03
N -0.86 0.55 -0.33 -0.04
F -1.73 0.42 -1.50 -0.28
C 0.49 0.45 -0.69 0.22
N 1.34 0.05 0.17 -0.43
C 2.73 0.39 -0.11 -0.42
H -3.05 -1.41 1.63 0.20
H -3.70 -0.35 0.46 0.22
H -0.76 -1.30 1.15 0.23
H 0.59 1.13 -1.60 0.17
H 2.86 0.63 -1.16 0.17
H 3.27 -0.39 0.22 0.20
H 3.08 1.28 0.28 0.20
```



Arrangement 2

DFT (ωB97M-V with the def2-TZVPD basis set) results for a single C4H7FN2 molecule.

## Properties
- SMILES = FC/C=N\N1CC1

XYZ file:
```
14
Properties=species:S:1:pos:R:3:nbo_charge:R:1
F 1.30 -1.25 -2.45 -0.37
C 1.07 -0.48 -1.29 -0.03
C -0.37 -0.61 -0.97 0.08
N -0.94 -0.17 0.05 -0.28
N -0.04 0.44 1.01 -0.32
C -0.61 1.70 1.57 -0.27
C -0.72 0.41 2.31 -0.25
H 1.71 -0.85 -0.43 0.21
H 1.31 0.60 -1.43 0.20
H -0.99 -1.23 -1.66 0.21
H 0.02 2.53 1.95 0.22
H -1.49 2.11 1.02 0.21
H -0.05 0.28 3.16 0.20
H -1.53 -0.22 2.34 0.21
```



Comparing the structures above, arrangement 2 comes out on top by 42.6 kcal/mol.